[1]
Below is a cluster of 8 separate species, C22H54N2O18S6 in total, with properties calculated with wB97M-V/def2-TZVPD.

## Properties
LUMO energy (eV): 0.20

Each line ends with the Mulliken charge.
Cartesian coordinates (Å):
C (5.5951, 5.3596, 1.5642)  -1.333
C (4.7974, 4.7277, 0.4608)  -0.086
O (5.3842, 3.4551, 0.1673)  -0.353
S (4.6806, 2.4680, -1.0073)  1.046
C (5.5561, 3.0471, -2.5402)  -1.028
O (4.9811, 1.0973, -0.7689)  -0.602
O (3.2687, 2.8907, -1.1683)  -0.437
H (5.7734, 4.6266, 2.3510)  0.300
H (5.0777, 6.2095, 2.0093)  0.376
H (6.5712, 5.7298, 1.2507)  0.363
H (3.7755, 4.6819, 0.8371)  0.222
H (4.6626, 5.3533, -0.4215)  0.421
H (6.6206, 2.8482, -2.4165)  0.379
H (5.3067, 4.0998, -2.6732)  0.304
H (5.1206, 2.4324, -3.3279)  0.380
C (-1.7516, -5.9040, 6.5362)  -1.012
C (-1.6599, -4.4385, 6.8809)  -0.280
O (-2.6252, -3.7158, 6.0997)  -0.324
S (-2.1327, -2.8944, 4.7600)  1.076
C (-1.8996, -1.3072, 5.5420)  -0.954
O (-0.7991, -3.3940, 4.3368)  -0.412
O (-3.2571, -2.8254, 3.8199)  -0.648
H (-0.8229, -6.3946, 6.8276)  0.311
H (-2.0042, -6.1322, 5.5007)  0.229
H (-2.5168, -6.3867, 7.1441)  0.338
H (-1.9943, -4.2489, 7.9008)  0.389
H (-0.5939, -4.2270, 6.7980)  0.285
H (-2.8901, -0.9213, 5.7831)  0.386
H (-1.6040, -0.5055, 4.8652)  0.227
H (-1.2033, -1.5435, 6.3466)  0.336
C (0.6789, 0.5580, -0.7488)  -0.416
C (0.1215, -0.3970, -1.8675)  -0.245
O (-1.1671, -0.9536, -1.6966)  -0.119
S (-1.3863, -1.9685, -0.3805)  0.855
C (-1.9699, -0.6896, 0.9547)  -0.261
O (-2.5052, -2.8334, -0.6970)  -0.619
O (-0.0683, -2.4857, 0.0541)  -0.230
H (0.9402, -0.1461, 0.0412)  0.189
H (-0.1112, 1.2622, -0.4884)  0.004
H (1.5892, 1.0775, -1.0481)  0.175
H (0.2064, 0.2297, -2.7553)  0.211
H (0.8571, -1.1604, -2.1209)  0.269
H (-1.1332, -0.0194, 1.1520)  0.103
H (-2.2081, -1.2681, 1.8472)  -0.134
H (-2.8679, -0.2576, 0.5130)  0.388
C (-5.0624, 2.1655, -6.6587)  -1.313
C (-4.2629, 1.0750, -5.9880)  -0.107
O (-4.2021, 1.3591, -4.6158)  -0.200
S (-3.0642, 0.5228, -3.7292)  1.121
C (-4.0110, -1.0711, -3.4638)  -0.982
O (-1.9079, 0.2138, -4.5383)  -0.691
O (-2.8714, 1.1629, -2.4085)  -0.488
H (-4.6243, 3.1482, -6.8331)  0.312
H (-5.9917, 2.3014, -6.1054)  0.329
H (-5.3892, 1.8247, -7.6411)  0.394
H (-4.6699, 0.0792, -6.1637)  0.324
H (-3.2954, 1.0557, -6.4897)  0.265
H (-3.3848, -1.8146, -2.9706)  0.199
H (-4.2628, -1.4315, -4.4612)  0.361
H (-4.9855, -0.8832, -3.0132)  0.363
C (3.7012, 1.9753, 2.9075)  -1.199
C (2.6614, 0.9591, 2.4333)  0.354
O (2.8791, -0.1879, 3.2450)  -0.320
S (1.7167, -1.3000, 3.5455)  0.897
C (2.3186, -2.7956, 2.6024)  -0.686
O (1.7988, -1.5311, 5.0144)  -0.652
O (0.4918, -0.7611, 2.8960)  -0.456
H (3.3236, 2.4747, 3.7997)  0.413
H (3.8453, 2.8015, 2.2113)  0.071
H (4.6453, 1.5425, 3.2385)  0.391
H (1.6372, 1.3196, 2.5289)  0.301
H (2.8309, 0.7705, 1.3732)  0.035
H (2.3242, -2.5428, 1.5421)  0.105
H (1.6893, -3.5933, 2.9970)  0.283
H (3.3551, -2.9114, 2.9193)  0.458
C (0.7745, 2.8530, -4.4048)  -1.252
C (0.4581, 3.5549, -3.0841)  0.617
O (-0.7198, 4.2395, -3.3605)  -0.327
S (-1.3871, 5.3489, -2.3235)  1.089
C (-2.8153, 4.3416, -1.6624)  -0.778
O (-0.4946, 5.6824, -1.2212)  -0.605
O (-1.9724, 6.4649, -3.0886)  -0.616
H (0.9099, 3.5462, -5.2349)  0.399
H (0.0529, 2.0764, -4.6583)  0.184
H (1.6595, 2.2357, -4.2505)  0.327
H (0.2712, 2.7959, -2.3244)  -0.250
H (1.2215, 4.2706, -2.7787)  0.393
H (-2.4355, 3.5176, -1.0583)  0.191
H (-3.4280, 3.9545, -2.4766)  0.199
H (-3.4403, 5.0236, -1.0860)  0.445
C (-2.5745, -4.7338, 1.8047)  0.167
C (-1.4854, -5.6557, 1.4344)  0.417
N (-0.6278, -6.4436, 1.2166)  -0.601
H (-3.0429, -5.1673, 2.6883)  0.368
H (-3.2618, -4.6758, 0.9608)  0.333
H (-2.1482, -3.7378, 1.9249)  -0.636
C (0.8074, -4.8628, -1.6369)  0.040
C (1.7707, -5.5350, -2.5041)  0.099
N (2.4744, -6.0844, -3.1631)  -0.374
H (0.2491, -4.0254, -2.0555)  -0.025
H (1.4201, -4.4393, -0.8410)  0.040
H (0.1385, -5.6084, -1.2072)  0.205

[2]
Below is a structure of composition C53H48O6P2SiV, with properties calculated with wB97M-V/def2-TZVPD.

## Properties
LUMO energy (spin up / spin down) (eV): 0.51 / 0.51
Spin multiplicity: 4

Each line ends with the Mulliken charge.
Cartesian coordinates (Å):
V (0.2705, -0.5918, -0.3182)  -0.840
C (-1.8655, 1.5724, 1.1143)  -0.197
C (-0.6763, 1.4268, 1.8168)  -0.632
C (0.4790, 2.0562, 1.3619)  -0.635
C (0.4488, 2.7951, 0.1828)  -0.375
C (-0.7365, 2.9134, -0.5333)  -0.208
C (-1.8939, 2.3143, -0.0582)  -0.567
H (-2.7644, 1.0876, 1.4619)  0.411
H (-0.6625, 0.8480, 2.7322)  0.298
H (1.3891, 2.0113, 1.9444)  0.718
H (1.3427, 3.2920, -0.1666)  0.496
H (-0.7560, 3.4793, -1.4568)  0.629
H (-2.8209, 2.4103, -0.6090)  0.328
O (2.9255, -1.2515, -2.4640)  0.687
C (2.5497, -1.4648, -3.7753)  0.354
C (3.4208, -1.6237, -4.8449)  -0.824
C (2.9000, -1.8577, -6.1096)  -1.038
C (1.5297, -1.8878, -6.3118)  -0.929
C (0.6809, -1.6214, -5.2489)  -0.563
C (1.1748, -1.3998, -3.9701)  0.598
P (-0.0560, -0.9574, -2.5934)  2.934
C (-0.2262, 0.7632, -3.3455)  1.561
C (1.0354, 1.3758, -3.3099)  -0.103
C (1.2274, 2.6885, -3.7011)  -0.682
C (0.1510, 3.4422, -4.1451)  -0.825
C (-1.1074, 2.8682, -4.1504)  -0.987
C (-1.2988, 1.5529, -3.7401)  -0.756
C (-0.6850, -2.7279, -2.6597)  1.711
C (-1.8855, -3.3353, -2.9952)  -0.799
C (-2.0152, -4.7214, -2.9514)  -0.808
C (-0.9597, -5.5223, -2.5618)  -0.775
C (0.2364, -4.9270, -2.1851)  -0.706
C (0.3650, -3.5532, -2.2280)  -0.626
C (3.9450, -1.8571, -1.7973)  0.654
C (4.9463, -2.6479, -2.3538)  -1.368
C (6.0230, -3.0347, -1.5727)  -0.957
C (6.1099, -2.6530, -0.2427)  -0.963
C (5.0556, -1.9643, 0.3303)  0.029
C (3.9444, -1.5997, -0.4228)  -0.157
P (2.5047, -0.7726, 0.4016)  2.714
C (3.4651, 0.7528, 0.7787)  0.567
C (4.0918, 1.0499, 1.9837)  -0.384
C (4.8333, 2.2167, 2.1147)  -0.736
C (4.9764, 3.0813, 1.0407)  -0.729
C (4.3878, 2.7714, -0.1776)  -0.591
C (3.6331, 1.6178, -0.3029)  -0.886
C (2.4847, -1.6944, 1.9808)  0.297
C (2.7618, -3.0594, 1.9995)  -1.051
C (2.6889, -3.7763, 3.1831)  -0.479
C (2.3447, -3.1357, 4.3633)  -0.733
C (2.0388, -1.7831, 4.3487)  -1.291
C (2.0835, -1.0724, 3.1608)  -0.212
H (4.4886, -1.5199, -4.7220)  0.762
H (3.5750, -2.0152, -6.9408)  0.408
H (1.1259, -2.0924, -7.2949)  0.477
H (-0.3914, -1.5818, -5.4150)  0.419
H (1.8873, 0.8076, -2.9580)  -0.189
H (2.2181, 3.1248, -3.6581)  0.503
H (0.2919, 4.4650, -4.4706)  0.366
H (-1.9657, 3.4480, -4.4676)  0.437
H (-2.3055, 1.1848, -3.7282)  0.364
H (-2.7538, -2.7713, -3.2853)  0.291
H (-2.9619, -5.1685, -3.2281)  0.460
H (-1.0698, -6.5989, -2.5320)  0.380
H (1.0650, -5.5371, -1.8479)  0.471
H (1.2972, -3.1002, -1.9075)  -0.160
H (4.8857, -2.9774, -3.3782)  0.713
H (6.8100, -3.6290, -2.0186)  0.410
H (6.9785, -2.9093, 0.3490)  0.451
H (5.0700, -1.7297, 1.3870)  0.487
H (4.0039, 0.3728, 2.8226)  0.549
H (5.3073, 2.4460, 3.0607)  0.444
H (5.5473, 3.9944, 1.1504)  0.384
H (4.5144, 3.4311, -1.0271)  0.457
H (3.1583, 1.3713, -1.2479)  0.493
H (3.0357, -3.5615, 1.0802)  0.551
H (2.9027, -4.8374, 3.1836)  0.416
H (2.2868, -3.6949, 5.2883)  0.390
H (1.7539, -1.2840, 5.2662)  0.448
H (1.7980, -0.0267, 3.1504)  0.605
C (-0.2869, -4.7758, 1.4763)  -1.133
Si (-1.1740, -3.0902, 1.4984)  1.328
C (-1.6131, -2.7624, 3.3156)  -1.265
C (-2.8255, -3.3524, 0.6221)  -1.030
O (-0.2571, -1.9125, 0.8978)  -1.675
H (-0.5178, -5.3295, 2.3907)  0.402
H (0.7974, -4.6666, 1.4169)  0.121
H (-0.6112, -5.3830, 0.6295)  0.391
H (-2.3089, -3.5337, 3.6567)  0.395
H (-2.0977, -1.7917, 3.4536)  0.249
H (-0.7325, -2.8000, 3.9569)  0.244
H (-3.3960, -4.1404, 1.1214)  0.531
H (-2.6839, -3.6473, -0.4217)  0.094
H (-3.4215, -2.4402, 0.6308)  0.193
O (-3.5395, -0.2224, -0.1891)  -0.764
C (-3.0587, -0.4276, -1.2889)  -0.996
O (-1.7637, -0.5242, -1.4812)  0.038
C (-4.0265, -0.5874, -2.4476)  0.309
C (-3.6670, -1.0025, -3.7222)  1.245
C (-4.5966, -1.1226, -4.7566)  -1.231
C (-5.8958, -0.7991, -4.4598)  0.511
O (-6.9855, -0.8100, -5.2824)  -0.511
C (-8.0697, -0.3007, -4.5093)  -0.268
O (-7.6156, -0.1158, -3.1773)  -0.510
C (-6.2692, -0.3804, -3.1901)  0.543
C (-5.3658, -0.2741, -2.1685)  -1.232
H (-2.6319, -1.2121, -3.9343)  0.097
H (-4.3059, -1.4464, -5.7467)  0.492
H (-8.8951, -1.0152, -4.5226)  0.241
H (-8.3935, 0.6578, -4.9285)  0.253
H (-5.6430, 0.0372, -1.1714)  0.574

| no. | electronic energy (Ha) | largest force on an atom (eV/Å) |
| --- | --- | --- |
| 1 | -4723.4040 | 5.52 |
| 2 | -4416.1396 | 2.24 |